# 1
# C3H10N2O

A 2-piece molecular cluster, C3H10N2O overall in a non-equilibrium geometry (wB97M-V/def2-TZVPD, the Open Molecules 2025 dataset).

Last column: Mulliken charge in e.
Positions of all 16 atoms, in Å:
N  0.038805  -0.576034  -0.178746  -0.243
H  -0.409849  0.637300  2.458387  0.342
H  0.838660  1.275896  0.357441  0.300
H  0.877129  -0.600951  2.821283  0.292
C  0.587456  0.307703  2.320297  -1.007
H  1.937278  -0.029051  0.660614  0.292
C  0.887393  -1.400574  -0.834453  0.061
H  1.966345  -1.618531  -0.625641  0.234
H  -2.751447  1.474463  -2.219251  0.333
N  0.485176  -1.953634  -1.933554  -0.678
H  1.584541  0.784892  2.434582  0.285
C  0.864598  0.250585  0.780079  -0.394
H  0.797486  -2.960109  -1.889769  0.247
H  -0.665571  -0.211464  -0.833429  0.268
O  -3.335582  2.251013  -2.119279  -0.659
H  -3.702416  2.368502  -1.198568  0.327

Cartesian forces, eV/Å:
2.695 0.751 1.446
-0.361 0.976 1.077
-0.063 -0.221 0.635
-0.872 -0.903 -0.014
2.748 -1.060 -2.951
-0.922 -0.091 -0.041
-0.328 -2.102 -2.859
-1.152 0.348 1.452
-0.691 0.568 0.709
-0.806 -1.711 0.992
-1.366 1.532 1.412
-0.524 0.892 -0.840
0.626 1.575 -1.082
0.335 0.024 0.794
-0.328 0.205 0.816
1.009 -0.784 -1.544

Properties
Structure (SMILES): [H]/N=C/NCC.O
Energy relative to the best compared isomer or geometry (same formula, charge and spin) in kJ/mol: 311.4
Net charge: 0
Strongest force on any atom in hartree/bohr: 0.0811
Total energy in eV: -8298.277
LUMO in eV: 0.56
HOMO level in eV: -8.540

=====

# 2
# C3H10N2O

C3H10N2O as an isolated structure (wB97M-V/def2-TZVPD, the Open Molecules 2025 dataset).

Last column: Mulliken charge in e.
Positions of all 16 atoms, in Å:
N  -0.262750  0.048234  -1.733742  -0.659
N  0.941291  0.726998  0.463922  -0.438
H  -0.201353  -0.957924  -1.841522  0.263
H  0.818950  -1.819926  2.690507  0.232
H  0.639053  1.685254  0.608801  0.331
H  -0.232123  0.446079  -2.658947  0.260
H  0.467718  0.386696  -0.624775  0.521
H  2.004092  -1.593447  1.263871  0.260
H  1.951960  0.700509  0.435899  0.328
H  -2.385688  -0.152136  -1.777727  0.325
C  0.498596  -0.151717  1.539354  0.042
H  -1.755316  1.439085  -1.264928  0.278
C  -1.648177  0.341171  -1.121436  -0.547
C  1.172215  -1.246857  1.840132  -0.738
H  -0.370916  0.197391  2.052858  0.293
O  -1.637554  -0.049410  0.127733  -0.751

Cartesian forces, eV/Å:
0.049 -0.268 0.284
0.080 -0.340 0.188
-0.022 -0.142 0.040
0.174 -0.145 -0.249
-0.107 -0.080 0.084
0.447 0.295 -0.337
-0.255 0.100 -0.554
0.434 -0.159 -0.148
0.235 0.173 -0.128
-0.166 -0.065 -0.212
0.494 0.217 -0.114
-0.018 0.175 -0.229
-0.118 0.028 0.621
-0.734 0.273 0.490
-0.265 -0.016 0.090
-0.227 -0.047 0.173

Properties
Energy relative to the best compared isomer or geometry (same formula, charge and spin) in kJ/mol: 323.6
Net charge: 0
Strongest force on any atom in hartree/bohr: 0.0180
Total energy in eV: -8298.150
LUMO in eV: 0.71
HOMO level in eV: -7.088

=====

# 3
# C3H10N2O

A 2-piece molecular cluster, C3H10N2O overall in a non-equilibrium geometry (wB97M-V/def2-TZVPD, the Open Molecules 2025 dataset).

Last column: Mulliken charge in e.
Positions of all 16 atoms, in Å:
N  0.126602  -1.402905  -0.949762  -0.353
H  0.040144  -3.362486  -1.507684  0.269
C  -0.867111  -1.110907  -2.077389  -1.017
H  -0.439439  -1.657756  -2.919761  0.374
H  -1.713592  -1.760548  -1.810246  0.374
H  -1.130608  -0.089782  -2.303553  0.275
H  0.027523  1.116599  2.695183  0.250
C  -0.228638  1.295651  1.651421  -0.212
H  -1.187514  0.899393  1.296751  0.249
N  -0.231219  2.748327  1.569255  -0.577
H  -0.008690  2.981112  0.606049  0.230
H  0.312616  0.101646  0.137718  0.589
H  0.429406  3.120697  2.231845  0.249
O  0.717696  0.719280  0.756805  -0.572
C  0.618115  -2.552520  -1.029955  -0.408
H  1.444660  -2.907016  -0.405336  0.280

Cartesian forces, eV/Å:
0.119 1.736 -1.764
0.615 0.174 -0.792
0.401 -2.966 1.177
-0.153 0.762 -0.443
-0.466 0.786 -0.163
0.228 0.202 0.421
-0.297 -0.805 -0.019
0.160 0.507 -1.087
-0.212 0.111 0.818
-0.490 -0.660 -0.298
0.162 0.406 0.330
0.008 -0.420 0.010
0.284 0.270 -0.352
0.634 0.683 0.820
-0.784 -1.252 1.242
-0.208 0.467 0.099

Properties
Structure (SMILES): C=NC.NCO
Energy relative to the best compared isomer or geometry (same formula, charge and spin) in kJ/mol: 241.4
Net charge: 0
Strongest force on any atom in hartree/bohr: 0.0625
Total energy in eV: -8299.002
LUMO in eV: 0.79
HOMO level in eV: -8.955

=====

# 4
# C3H10N2O

One molecule with the formula C3H10N2O in a non-equilibrium geometry (wB97M-V/def2-TZVPD, the Open Molecules 2025 dataset).

Last column: Mulliken charge in e.
Positions of all 16 atoms, in Å:
C  -0.957785  -0.170012  0.842947  -0.639
H  -0.009846  2.293723  1.092474  0.253
H  -0.818464  -1.222032  0.852134  0.407
H  0.728849  -2.264301  -1.794025  0.154
O  -1.306296  0.155324  2.133515  -0.541
H  -1.410326  -0.570099  2.731295  0.348
N  0.173402  2.003037  0.132640  -0.629
H  -1.675651  -0.012691  0.052417  0.209
H  -0.364262  -0.333216  -1.688761  0.345
H  1.106083  0.426467  0.809082  0.294
H  1.324049  0.394137  -1.737108  0.277
C  0.556935  -0.150640  -1.167608  -0.653
N  0.969512  -1.634132  -1.101369  -0.457
C  0.285429  0.555153  0.186812  0.246
H  -0.499223  2.414166  -0.524226  0.224
H  1.897588  -1.884890  -0.820214  0.161

Cartesian forces, eV/Å:
1.428 -0.649 -1.611
-0.159 0.324 -0.505
0.689 -1.119 -0.581
-1.100 -0.605 -1.864
-0.398 2.624 0.664
0.094 -0.757 -0.079
-0.087 0.229 -0.346
-1.392 0.447 0.269
-0.581 1.023 -0.658
1.771 -0.683 1.209
-0.612 0.190 0.007
1.114 -2.127 -0.034
0.418 2.259 2.765
-1.746 -1.181 -0.091
0.136 -0.551 0.569
0.423 0.577 0.288

Properties
Structure (SMILES): NC[C@@H](N)CO
Energy relative to the best compared isomer or geometry (same formula, charge and spin) in kJ/mol: 190.9
Net charge: 0
Strongest force on any atom in hartree/bohr: 0.0699
Total energy in eV: -8299.526
LUMO in eV: 0.97
HOMO level in eV: -8.810